No. 1
C6H11Br as an isolated structure in a non-equilibrium geometry. Source: OMol25; level of theory: ωB97M-V with the def2-TZVPD basis set.

Calculated values
E_LUMO = 0.77 eV
Kohn-Sham gap = 9.68 eV
ΔE to the lowest compared entry with this formula, charge and spin = 2.2728 eV
Highest occupied orbital energy = -8.907 eV

XYZ file:
```
18
Properties=species:S:1:pos:R:3:nbo_charge:R:1
C 1.65 -0.10 1.66 -0.4956
C 1.50 0.30 0.38 -0.1413
C -1.03 -0.80 0.76 -0.6718
C -0.11 -0.73 -1.63 -0.6583
C -0.87 1.42 -0.38 -0.6646
C -0.40 -0.02 -0.30 0.1098
Br 2.60 1.07 -0.89 0.0946
H 2.56 0.10 2.27 0.2124
H 0.80 -0.61 2.09 0.2152
H -0.48 -1.79 0.94 0.2236
H -2.02 -1.03 0.42 0.2246
H -1.13 -0.29 1.69 0.2223
H 0.73 -0.28 -2.07 0.2323
H 0.24 -1.71 -1.41 0.2134
H -1.05 -1.04 -2.26 0.2139
H -0.30 2.13 -1.13 0.2304
H -1.92 1.32 -0.71 0.2104
H -0.75 2.05 0.57 0.2288
```



No. 2
A 4-piece molecular cluster, C39H57F24N2O8P overall in a non-equilibrium geometry. Source: OMol25; level of theory: ωB97M-V with the def2-TZVPD basis set.

Calculated values
E_LUMO = 0.31 eV
Kohn-Sham gap = 8.26 eV
SMILES = COCCCCCCC[C@@H](O[C@@H](CCO)CN(CCCO)Cc1cccc(C)c1)P(N)O.FC(F)C(F)(F)COC(F)(F)C(F)F.FC(F)C(F)(F)COC(F)(F)C(F)F.FC(F)C(F)(F)COC(F)(F)C(F)F
Highest occupied orbital energy = -7.954 eV

XYZ file:
```
131
Properties=species:S:1:pos:R:3:lowdin_charge:R:1
C 10.15 -1.16 0.96 -0.1135
O 9.40 -1.96 0.07 -0.1979
C 7.99 -1.70 0.14 -0.2399
C 7.35 -2.33 -1.08 -0.1752
C 6.03 -1.64 -1.45 -0.2246
C 5.21 -2.40 -2.49 -0.2081
C 4.31 -3.51 -1.89 -0.1977
C 2.83 -3.10 -1.97 -0.2182
C 1.90 -3.82 -0.96 -0.1678
C 0.87 -2.80 -0.40 -0.4630
O -0.30 -3.44 0.06 -0.1679
C -1.49 -3.01 -0.61 -0.3142
C -2.61 -3.95 -0.20 -0.1068
C -2.62 -4.27 1.30 -0.2339
O -2.22 -5.63 1.52 -0.0638
C -1.78 -1.50 -0.42 -0.1378
N -3.17 -1.17 -0.12 -0.1382
C -3.99 -0.70 -1.25 -0.1786
C -3.68 -1.33 -2.61 -0.1361
C -2.87 -0.39 -3.50 -0.2491
O -3.26 -0.57 -4.88 -0.0749
C -3.31 -0.25 1.01 -0.1301
C -2.53 1.05 0.96 -0.2062
C -1.95 1.62 -0.15 -0.0662
C -1.24 2.79 -0.10 -0.0700
C -1.10 3.43 1.10 -0.0601
C -1.69 2.90 2.22 -0.2845
C -1.53 3.63 3.54 -0.0357
C -2.39 1.73 2.15 -0.0226
P 1.54 -1.95 1.15 0.8522
N 3.25 -1.89 0.97 -0.1559
O 1.42 -3.15 2.27 -0.2893
H 9.52 -0.68 1.71 0.0843
H 10.70 -0.39 0.41 0.0875
H 10.88 -1.80 1.47 0.0730
H 7.83 -0.62 0.17 0.1221
H 7.63 -2.16 1.07 0.1229
H 8.05 -2.21 -1.90 0.1206
H 7.14 -3.38 -0.85 0.1181
H 5.48 -1.43 -0.53 0.0885
H 6.29 -0.67 -1.88 0.1116
H 5.89 -2.81 -3.24 0.1076
H 4.61 -1.66 -3.02 0.1012
H 4.62 -3.78 -0.88 0.0988
H 4.44 -4.36 -2.57 0.1045
H 2.79 -2.02 -1.84 0.0912
H 2.45 -3.31 -2.97 0.1127
H 1.33 -4.56 -1.51 0.1140
H 2.48 -4.27 -0.16 0.0965
H 0.71 -2.07 -1.19 0.1072
H -1.32 -3.17 -1.69 0.1390
H -3.59 -3.58 -0.49 0.1060
H -2.46 -4.89 -0.73 0.1228
H -1.96 -3.59 1.85 0.1046
H -3.62 -4.14 1.71 0.1140
H -1.36 -5.60 1.94 0.0781
H -1.18 -1.19 0.45 0.1013
H -1.36 -0.93 -1.25 0.1006
H -3.99 0.39 -1.38 0.0838
H -5.02 -0.95 -1.00 0.1225
H -3.24 -2.33 -2.54 0.1039
H -4.63 -1.45 -3.13 0.1183
H -3.08 0.65 -3.27 0.1017
H -1.79 -0.56 -3.39 0.1114
H -2.42 -0.67 -5.34 0.0806
H -3.01 -0.77 1.92 0.1260
H -4.38 -0.05 1.13 0.1235
H -2.03 1.11 -1.10 0.0949
H -0.79 3.16 -1.00 0.1116
H -0.53 4.35 1.18 0.1135
H -0.99 2.99 4.23 0.0838
H -2.49 3.89 3.98 0.0790
H -0.92 4.51 3.38 0.0710
H -2.84 1.33 3.05 0.1337
H 3.46 -0.91 0.81 0.0268
H 3.71 -2.14 1.85 0.0441
H 0.49 -3.24 2.52 0.0360
C -6.71 5.38 2.25 -0.0363
C -6.78 6.58 1.27 -0.4404
C -7.79 6.48 0.12 -0.2972
F -7.51 5.43 -0.68 0.0830
F -7.74 7.60 -0.63 0.1014
F -5.55 6.83 0.78 0.1368
F -7.14 7.66 2.01 0.1054
O -5.66 4.44 2.03 0.0452
C -5.85 3.38 1.16 -0.5238
C -4.88 3.46 -0.02 -0.2669
F -5.05 4.60 -0.71 0.1011
F -5.11 2.43 -0.87 0.0977
F -7.13 3.29 0.76 0.1459
F -5.58 2.24 1.84 0.1458
H -6.46 5.82 3.21 0.1479
H -7.67 4.90 2.38 0.1451
H -8.81 6.37 0.51 0.1741
H -3.84 3.41 0.32 0.1484
C 9.64 -3.54 4.15 -0.0307
C 10.32 -2.59 5.15 -0.4366
C 10.92 -3.18 6.43 -0.3090
F 9.99 -3.75 7.21 0.1015
F 11.49 -2.19 7.15 0.0962
F 9.47 -1.58 5.46 0.1325
F 11.36 -2.02 4.48 0.0998
O 8.21 -3.62 4.17 0.0382
C 7.54 -4.49 5.00 -0.5371
C 6.62 -3.75 5.98 -0.2888
F 7.33 -2.93 6.78 0.1037
F 5.99 -4.65 6.77 0.1011
F 8.37 -5.34 5.62 0.1528
F 6.74 -5.25 4.21 0.1433
H 9.85 -3.12 3.17 0.1270
H 10.10 -4.53 4.14 0.1483
H 11.69 -3.92 6.19 0.1728
H 5.88 -3.16 5.44 0.1740
C -6.79 4.51 -3.91 -0.0325
C -6.83 5.68 -4.92 -0.4362
C -7.82 5.60 -6.09 -0.3082
F -7.56 4.56 -6.90 0.0996
F -7.72 6.73 -6.83 0.0937
F -5.58 5.91 -5.38 0.1338
F -7.19 6.79 -4.20 0.1037
O -5.76 3.54 -4.07 0.0404
C -5.92 2.44 -4.90 -0.5268
C -4.92 2.43 -6.06 -0.2896
F -5.04 3.53 -6.82 0.0997
F -5.15 1.35 -6.83 0.1017
F -7.20 2.35 -5.32 0.1480
F -5.67 1.33 -4.16 0.1385
H -6.57 4.98 -2.96 0.1226
H -7.77 4.05 -3.79 0.1470
H -8.84 5.52 -5.72 0.1719
H -3.90 2.38 -5.67 0.1709
```



No. 3
C28H39F5O20S as an isolated structure in a non-equilibrium geometry. Source: OMol25; level of theory: ωB97M-V with the def2-TZVPD basis set.

Calculated values
E_LUMO = 0.25 eV
Kohn-Sham gap = 9.64 eV
Highest occupied orbital energy = -9.396 eV

XYZ file:
```
93
Properties=species:S:1:pos:R:3:lowdin_charge:R:1
C 2.77 2.16 -4.80 0.0125
C 2.07 1.51 -3.87 -0.1666
C 0.88 2.14 -3.19 -0.0819
C 0.11 1.31 -2.16 -0.3177
C -0.70 0.11 -2.70 -0.2581
C 0.11 -0.91 -3.50 -0.0360
C -1.52 -0.56 -1.57 -0.1551
C -0.85 -1.76 -0.89 -0.2182
C -1.19 -1.87 0.62 -0.0760
O -0.98 2.25 -1.73 -0.1667
S -0.57 3.10 -0.48 0.5855
O -1.45 2.73 0.59 -0.2345
O -0.37 4.47 -0.77 -0.2095
O 0.86 2.45 -0.26 -0.1366
C 0.80 1.11 -0.81 -0.2131
C 2.17 0.47 -0.75 -0.1480
O 3.14 1.41 -1.15 -0.1284
C 4.47 1.01 -0.88 -0.2527
C 4.84 -0.37 -1.40 -0.0563
H 2.76 3.25 -4.81 0.0652
H 3.33 1.65 -5.57 0.0546
H 2.38 0.50 -3.60 0.0802
H 1.22 3.04 -2.68 0.1319
H 0.15 2.41 -3.96 0.1394
H -1.41 0.57 -3.39 0.1365
H 0.23 -0.58 -4.53 0.0889
H 1.10 -1.10 -3.11 0.0612
H -0.44 -1.85 -3.55 0.0873
H -1.82 0.19 -0.83 0.1014
H -2.45 -0.89 -2.04 0.0964
H 0.24 -1.70 -0.98 0.0867
H -1.15 -2.67 -1.40 0.1095
H -1.72 -2.80 0.83 0.0449
H -0.27 -1.88 1.21 0.0626
H -1.78 -1.02 0.96 0.0711
H 0.16 0.56 -0.11 0.1436
H 2.16 -0.41 -1.40 0.1122
H 2.36 0.16 0.28 0.1480
H 4.68 1.10 0.19 0.1179
H 5.09 1.75 -1.39 0.1204
H 4.30 -0.57 -2.33 0.0769
H 4.54 -1.15 -0.70 0.0811
H 5.91 -0.44 -1.60 0.0666
C -4.96 -1.35 3.52 -0.0398
C -5.57 -2.63 4.06 -0.3031
O -5.30 -3.56 3.01 0.1405
C -4.18 -3.13 2.37 -0.5599
O -3.53 -3.79 1.62 0.1524
O -3.90 -1.86 2.70 0.0569
F -6.91 -2.53 4.23 0.0752
H -5.67 -0.81 2.89 0.1486
H -4.57 -0.69 4.29 0.1264
H -5.11 -3.00 4.98 0.1689
C -2.01 3.33 4.71 -0.0425
C -2.15 2.11 3.82 -0.3046
O -3.32 1.50 4.35 0.1118
C -4.09 2.47 4.92 -0.5533
O -5.22 2.32 5.23 0.1785
O -3.37 3.60 5.06 0.0768
F -1.10 1.27 3.94 0.0799
H -1.45 3.08 5.61 0.1440
H -1.57 4.19 4.22 0.1413
H -2.31 2.34 2.77 0.1470
C 8.81 1.98 1.23 -0.0459
C 7.77 2.16 0.14 -0.3226
O 7.82 0.92 -0.53 0.1098
C 8.22 -0.03 0.37 -0.5482
O 8.13 -1.20 0.21 0.1870
O 8.73 0.57 1.47 0.0760
F 8.10 3.15 -0.72 0.0821
H 9.80 2.24 0.87 0.1459
H 8.59 2.53 2.14 0.1406
H 6.76 2.34 0.50 0.1590
C 0.85 -4.04 3.68 -0.0498
C -0.05 -5.20 3.30 -0.3104
O -1.18 -4.99 4.13 0.1390
C -1.26 -3.66 4.39 -0.5401
O -2.22 -3.11 4.83 0.1840
O -0.10 -3.04 4.06 0.0697
F 0.50 -6.40 3.59 0.0773
H 1.46 -4.31 4.54 0.1438
H 1.48 -3.68 2.87 0.1364
H -0.38 -5.21 2.26 0.1740
C -5.67 1.22 -4.23 -0.0443
C -5.03 1.15 -5.60 -0.3145
O -3.87 0.38 -5.35 0.1312
C -4.12 -0.42 -4.28 -0.5452
O -3.45 -1.34 -3.95 0.1728
O -5.24 -0.01 -3.64 0.0799
F -4.67 2.36 -6.07 0.0800
H -5.27 2.06 -3.66 0.1465
H -6.76 1.26 -4.26 0.1402
H -5.63 0.64 -6.37 0.1733
```



No. 4
A 3-piece molecular cluster, C21H26BNO6P overall in a non-equilibrium geometry. Source: OMol25; level of theory: ωB97M-V with the def2-TZVPD basis set.

Calculated values
E_LUMO = -0.03 eV
Net charge = -1
Kohn-Sham gap = 3.25 eV
Highest occupied orbital energy = -3.283 eV

XYZ file:
```
56
Properties=species:S:1:pos:R:3:nbo_charge:R:1
C -0.42 -0.67 -1.38 -0.6164
C 1.16 -0.50 -1.00 -0.8686
B 1.50 -0.61 0.61 0.9363
O 1.98 -1.94 1.13 -1.0120
P 1.39 0.82 1.89 0.5318
C 3.33 0.94 2.06 -0.7678
C 3.66 2.28 2.99 -0.0662
O 3.33 3.55 2.31 -0.7746
C -0.51 0.72 2.02 -0.0210
C -1.41 1.78 1.17 -0.2969
C -3.07 1.86 1.14 -0.2338
C -3.74 0.72 2.17 -0.3370
C -2.67 -0.21 2.96 -0.0040
N -1.18 -0.27 2.91 -0.4706
H -0.83 0.43 -1.61 0.2150
H -0.52 -1.34 -2.36 0.1951
H -1.00 -1.13 -0.47 0.2266
H 1.64 0.48 -1.46 0.2196
H 1.73 -1.41 -1.53 0.1873
H 2.97 -1.91 0.90 0.4939
H 1.37 1.75 0.79 -0.2193
H 1.34 1.89 2.89 -0.2222
H 1.45 -0.21 2.94 -0.1686
H 3.86 0.97 1.02 0.1847
H 3.69 0.00 2.70 0.2061
H 4.84 2.26 3.21 0.1580
H 3.16 2.21 4.07 0.1696
H 2.40 3.55 1.94 0.4860
H -0.82 2.56 0.49 0.2220
H -3.70 2.62 0.51 0.2158
H -4.91 0.64 2.32 0.2357
H -3.17 -0.99 3.72 0.1936
C -7.84 -0.69 -1.05 -0.2364
C -7.47 -0.40 0.21 -0.2103
C -6.59 -1.30 0.97 0.4677
O -6.25 -1.03 2.12 -0.4800
C -6.12 -2.53 0.30 -0.2031
C -6.49 -2.82 -0.95 -0.2392
C -7.38 -1.92 -1.72 0.4734
O -7.71 -2.18 -2.86 -0.4999
H -8.49 -0.04 -1.62 0.2293
H -7.81 0.50 0.71 0.2303
H -5.47 -3.17 0.88 0.2387
H -6.16 -3.72 -1.46 0.2325
C 4.73 0.04 -4.19 -0.2432
C 4.26 -0.66 -3.16 -0.2047
C 5.07 -0.89 -1.94 0.4656
O 4.63 -1.53 -1.00 -0.4791
C 6.42 -0.30 -1.91 -0.2054
C 6.89 0.41 -2.94 -0.2404
C 6.09 0.63 -4.15 0.4753
O 6.52 1.28 -5.10 -0.5058
H 4.15 0.21 -5.09 0.2299
H 3.27 -1.10 -3.17 0.2447
H 7.00 -0.47 -1.01 0.2332
H 7.88 0.85 -2.93 0.2287
```